Record 1
Molecular formula: C16H37NO7
Method: DFT, the ωB97M-V functional and the def2-TZVPD basis

Last column: Löwdin charge in e.
Atoms and positions in Å:
1 C -3.30549 0.59456 -0.57509  0.0162
2 C -3.38714 -0.89341 -0.82090  -0.5286
3 O -3.40760 -1.36567 -1.92474  0.1106
4 O -3.52479 -1.70481 0.25387  0.0021
5 C -2.85987 -1.33650 1.46513  -0.1900
6 C -1.34126 -1.29523 1.34606  -0.1601
7 C -0.73219 -0.72604 2.63331  -0.1620
8 C 0.74923 -0.41410 2.51073  -0.1560
9 O 0.90597 0.50419 1.40911  -0.0083
10 C 2.13399 0.54075 0.85950  -0.5988
11 N 2.09255 1.12316 -0.41205  0.1604
12 O 3.12664 0.10337 1.39495  0.0920
13 H -3.96714 0.92697 0.22430  0.0877
14 H -2.27621 0.89025 -0.35602  0.0876
15 H -3.59483 1.08130 -1.50763  0.0918
16 H -3.25303 -0.39427 1.86374  0.1175
17 H -3.12828 -2.11781 2.18109  0.1346
18 H -0.98391 -2.32293 1.21931  0.1316
19 H -1.01333 -0.68944 0.50064  0.1052
20 H -0.85576 -1.42907 3.46494  0.1283
21 H -1.25021 0.19351 2.93413  0.1228
22 H 1.09370 0.08143 3.41938  0.1077
23 H 1.35584 -1.30627 2.33693  0.1358
24 H 3.02748 1.08039 -0.80176  0.0962
25 H 1.78702 2.09268 -0.38000  0.0906
26 C 4.02970 0.87888 6.99300  -0.0630
27 C 3.21216 -0.34521 6.61243  -0.4998
28 C 4.02493 -1.33242 5.78926  -0.0597
29 O 2.03145 0.03937 5.90674  -0.0638
30 H 4.36166 1.40543 6.09389  0.0818
31 H 3.43043 1.57109 7.58457  0.0783
32 H 4.91240 0.60052 7.57002  0.0794
33 H 2.85085 -0.83591 7.51760  0.1361
34 H 4.35335 -0.86719 4.85565  0.0822
35 H 3.42206 -2.20392 5.53316  0.0783
36 H 4.90837 -1.66824 6.33388  0.0790
37 H 2.31347 0.48465 5.09975  0.0668
38 C -5.11192 -3.65794 -4.06313  -0.0600
39 C -4.62860 -4.05129 -5.44845  -0.5032
40 C -4.23609 -2.83407 -6.27140  -0.0652
41 O -5.61506 -4.82368 -6.13638  -0.0591
42 H -6.00167 -3.02534 -4.13968  0.0820
43 H -5.38173 -4.54306 -3.48636  0.0798
44 H -4.34885 -3.10364 -3.51674  0.0591
45 H -3.76802 -4.71595 -5.35630  0.1358
46 H -5.10034 -2.17799 -6.40999  0.0788
47 H -3.88325 -3.13541 -7.25816  0.0763
48 H -3.45072 -2.26128 -5.77664  0.0792
49 H -6.39797 -4.27157 -6.23581  0.0821
50 C 3.75516 5.41386 -3.09458  -0.0609
51 C 3.18681 4.18406 -2.40682  -0.5071
52 C 2.74815 3.11999 -3.39895  -0.0603
53 O 2.09914 4.53419 -1.54658  -0.0606
54 H 2.99686 5.87331 -3.73467  0.0822
55 H 4.06568 6.15523 -2.35867  0.0801
56 H 4.61417 5.15690 -3.71517  0.0812
57 H 3.94108 3.76481 -1.73764  0.1344
58 H 1.96171 3.50008 -4.05656  0.0847
59 H 2.33539 2.26250 -2.86647  0.0578
60 H 3.57746 2.78140 -4.02095  0.0835
61 H 1.40042 4.91083 -2.09280  0.0889

- SMILES: CC(=O)OCCCCOC(N)=O.CC(C)O.CC(C)O.CC(C)O
- Multiplicity: 1
- Frontier orbital gap: 0.380 hartree
- HOMO level: -9.8548 eV

***

Record 2
Molecular formula: C16H38BClF2N3O10P2
Method: DFT, the ωB97M-V functional and the def2-TZVPD basis

Last column: Löwdin charge in e.
Atoms and positions in Å:
1 C 4.24503 -1.26534 1.11071  -0.1528
2 C 5.36174 -0.25882 1.17650  -0.7212
3 Cl 6.52589 -0.83398 2.51434  0.4744
4 C 4.93909 1.16011 1.52891  -0.3499
5 P 4.21218 2.05640 0.02696  0.5693
6 O 3.62037 3.41608 1.01785  -0.0316
7 B 4.27432 3.99114 2.02995  -0.9429
8 O 3.97030 3.69414 3.37644  0.1196
9 O 5.23584 4.99391 1.81575  0.0851
10 P 6.18785 3.13429 -0.35435  0.7705
11 O 6.72279 2.24259 -1.63455  -0.3327
12 O 5.78722 4.54047 -1.12436  -0.3174
13 O 3.47996 2.84767 -1.38921  -0.2135
14 C 2.38259 2.14876 -1.78859  -0.4235
15 F 1.57987 2.93855 -2.59972  0.0199
16 C 1.67924 1.77621 -0.49200  -0.3089
17 C 0.49746 0.82755 -0.62439  -0.3069
18 C -0.83314 1.54228 -0.53470  -0.0421
19 F 0.54719 0.10681 -1.83005  -0.0323
20 O 2.69662 1.25098 0.29474  -0.2259
21 H 3.67628 -1.07197 0.20510  0.0742
22 H 3.59178 -1.16043 1.97188  0.0805
23 H 4.64342 -2.26702 1.02243  0.0304
24 H 5.97788 -0.27990 0.28580  0.0781
25 H 4.21356 1.09792 2.33470  0.0886
26 H 5.84474 1.66246 1.86356  0.0376
27 H 4.67852 1.03693 -0.87492  0.0378
28 H 3.16401 4.13493 3.65222  0.0863
29 H 6.05833 4.74260 2.25142  0.0916
30 H 7.67677 2.16891 -1.54911  0.0174
31 H 5.70139 5.18904 -0.41152  0.0185
32 H 2.66607 1.23757 -2.32978  0.1533
33 H 1.30172 2.73583 -0.10906  0.1523
34 H 0.57464 0.11062 0.19520  0.1444
35 H -0.91001 1.97097 0.46009  0.0847
36 H -0.82696 2.35704 -1.25812  0.0824
37 H -1.65782 0.86544 -0.72223  0.0608
38 C 6.12733 -5.85479 -0.55996  -0.0112
39 C 4.90048 -5.00752 -0.81740  -0.5373
40 O 4.88504 -3.81318 -0.59939  0.0505
41 N 3.79329 -5.63709 -1.30823  0.0049
42 C 3.62375 -7.03774 -1.62528  -0.0903
43 H 6.90551 -5.20406 -0.17415  0.0836
44 H 5.91792 -6.63344 0.17483  0.0805
45 H 6.47801 -6.32496 -1.47987  0.0798
46 H 3.01430 -5.01436 -1.45677  0.1417
47 H 3.37918 -7.17040 -2.68140  0.0795
48 H 2.82037 -7.47676 -1.02974  0.0795
49 H 4.53865 -7.58290 -1.41676  0.0665
50 C -6.04302 0.76787 -0.56674  -0.0109
51 C -4.93155 1.61003 0.01536  -0.5391
52 O -3.91464 1.12008 0.47054  0.0361
53 N -5.10289 2.96177 0.00599  0.0085
54 C -6.23551 3.71753 -0.48215  -0.0842
55 H -5.75181 -0.27458 -0.47915  0.0829
56 H -6.97680 0.92281 -0.02427  0.0511
57 H -6.19319 1.00560 -1.62164  0.0837
58 H -4.32199 3.46684 0.39475  0.1401
59 H -5.93337 4.39312 -1.28527  0.0806
60 H -6.67981 4.31128 0.31913  0.0807
61 H -6.99569 3.04548 -0.86626  0.0682
62 C -9.11806 -1.96566 1.98478  -0.0086
63 C -9.22480 -0.73703 1.11159  -0.5496
64 O -8.72859 0.32776 1.43596  0.0261
65 N -9.89409 -0.86200 -0.06681  0.0077
66 C -10.53346 -2.04037 -0.61540  -0.0808
67 H -8.55655 -1.69779 2.87375  0.0841
68 H -10.10553 -2.32246 2.28003  0.0826
69 H -8.59549 -2.76891 1.46438  0.0851
70 H -9.92766 -0.00913 -0.60267  0.1381
71 H -10.08843 -2.31001 -1.57455  0.0832
72 H -11.60021 -1.86618 -0.76699  0.0814
73 H -10.41740 -2.87963 0.06187  0.0693

- Multiplicity: 1
- Charge: -1
- Frontier orbital gap: 0.200 hartree
- HOMO level: -3.7682 eV

***

Record 3
Molecular formula: C16H38F9MgNO18S2
Method: DFT, the ωB97M-V functional and the def2-TZVPD basis

Last column: Löwdin charge in e.
Atoms and positions in Å:
1 Mg 0.75570 0.30538 -0.07907  0.5524
2 C 3.95268 -1.42635 1.43308  -0.5683
3 F 5.18874 -1.98560 1.60437  0.1308
4 F 2.94624 -2.27235 1.72950  0.1145
5 F 3.85295 -0.44768 2.32755  0.1217
6 S 3.74292 -0.64006 -0.35658  0.7959
7 O 5.14158 -0.39676 -0.68155  -0.2429
8 O 3.09362 -1.75880 -1.03562  -0.2840
9 N 2.56882 0.73485 -0.05178  -0.3020
10 S 3.61015 1.93484 -0.14068  0.6041
11 O 4.63673 1.92086 0.87048  -0.2681
12 O 4.09121 2.11312 -1.51797  -0.2878
13 C 2.59527 3.56386 0.12603  -0.6438
14 F 2.24306 3.74005 1.44111  0.0985
15 F 3.29917 4.57814 -0.23522  0.2048
16 F 1.50456 3.57535 -0.61596  0.1396
17 F -0.67973 1.52691 0.37319  -0.3869
18 C -0.44257 4.23450 2.40700  -0.0234
19 C -1.90763 3.90529 2.51891  -0.3674
20 O -2.52229 5.12456 2.58917  0.1832
21 C -1.69059 6.08963 2.79165  -0.6225
22 O -1.98932 7.23077 2.98960  0.1584
23 O -0.44085 5.64370 2.76904  0.0939
24 F -2.22628 3.24225 3.61529  0.1209
25 H -0.09847 4.22325 1.37280  0.1138
26 H 0.24850 3.65970 3.02355  0.1302
27 H -2.26338 3.49337 1.57452  0.1416
28 C 1.37989 -2.55511 -4.70549  -0.0474
29 C 2.56120 -3.11440 -3.91101  -0.2866
30 O 3.35542 -1.97021 -3.77672  0.1472
31 C 2.63169 -0.86511 -3.91774  -0.5813
32 O 2.99154 0.23818 -3.64452  0.1788
33 O 1.45864 -1.19218 -4.42272  0.0808
34 F 3.15285 -3.99441 -4.75753  0.0649
35 H 0.47004 -3.01814 -4.32356  0.1336
36 H 1.41725 -2.72885 -5.78091  0.1488
37 H 2.37919 -3.64836 -2.97834  0.1603
38 C -3.80082 -2.25197 2.58019  -0.1336
39 O -4.72432 -2.88511 1.65708  -0.1293
40 H -2.95701 -1.71394 2.14822  0.0523
41 H -4.47223 -1.57739 3.11147  0.0848
42 H -3.34627 -2.96917 3.26366  0.0628
43 H -4.54367 -2.76056 0.72249  0.0592
44 C -0.73508 -5.14633 -1.67485  -0.0887
45 O 0.29411 -4.30273 -1.04433  -0.1434
46 H -0.41838 -5.64101 -2.59305  0.0776
47 H -0.99352 -5.97603 -1.01690  0.0837
48 H -1.62081 -4.53774 -1.85708  0.0767
49 H 0.76105 -4.94443 -0.50417  0.0832
50 C -1.57849 4.34079 -1.86587  -0.0990
51 O -2.28910 3.38829 -1.00047  -0.1510
52 H -0.61198 4.62162 -1.44743  0.0626
53 H -1.48149 4.01141 -2.90037  0.0633
54 H -2.23332 5.21018 -1.80702  0.0796
55 H -1.69315 2.74174 -0.61521  0.0009
56 C -4.03342 1.08111 0.50822  -0.1730
57 O -3.06134 1.07448 1.52046  -0.1252
58 H -3.70313 0.48235 -0.34060  0.0640
59 H -5.04600 0.81166 0.80851  0.0836
60 H -4.16919 2.04137 0.01067  0.0655
61 H -2.26238 1.27496 1.02744  -0.0028
62 C 0.89460 0.70231 2.84525  -0.0836
63 O 0.69482 -0.41660 1.96266  -0.1712
64 H 0.01288 1.19960 3.24945  0.0953
65 H 1.64585 0.44404 3.59159  0.0999
66 H 1.41321 1.34807 2.13663  0.0516
67 H 0.37191 -1.04849 2.60923  0.0577
68 C -0.65541 0.87729 -2.95230  -0.1068
69 O 0.46452 0.85568 -2.12498  -0.1469
70 H -0.66988 1.73413 -3.62589  0.1013
71 H -0.65188 -0.00744 -3.58897  0.0784
72 H -1.53922 0.75955 -2.32532  0.0895
73 H 1.16982 1.03293 -2.75167  0.0799
74 C 0.11613 -3.86602 2.70960  -0.1366
75 O -0.53808 -2.65505 2.89616  -0.1227
76 H 0.91474 -3.76139 1.97518  0.0689
77 H 0.47445 -4.28440 3.65016  0.0961
78 H -0.56665 -4.55885 2.21776  0.0799
79 H -0.93974 -2.62756 3.76766  0.1013
80 C -1.17310 -1.79965 -0.52451  -0.0394
81 O 0.28248 -1.51859 -0.56721  -0.1643
82 H -1.69810 -0.90648 -0.18581  0.0748
83 H -1.51837 -1.94096 -1.54868  0.0915
84 H -1.47787 -2.64735 0.08918  0.0876
85 H 0.68458 -2.35281 -0.82017  0.0575

- Multiplicity: 1
- Frontier orbital gap: 0.346 hartree
- HOMO level: -9.9051 eV